One molecule with the formula C23H27N3O4S, computed with ωB97M-V/def2-TZVPD.

The SMILES is COc1ccc(CCNC(=O)C[C@H]2S/C(=N/c3cc(C)cc(C)c3)NC2=O)cc1OC. For the gap between HOMO and LUMO, the calculation gives 8.878 eV.

Structure (XYZ):
```
58
C23H27N3O4S | OMol25 | ωB97M-V/def2-TZVPD
C -0.838 -2.825 -1.517
O -0.474 -2.154 -0.335
C 0.859 -1.993 -0.077
C 1.888 -2.517 -0.839
C 3.206 -2.199 -0.555
C 3.523 -1.362 0.499
C 4.930 -0.871 0.700
C 5.370 0.000 -0.497
N 4.338 0.932 -0.888
C 4.265 2.186 -0.409
O 5.135 2.724 0.241
C 2.939 2.885 -0.750
C 1.787 2.154 -0.059
S 0.467 3.237 0.612
C -0.796 2.111 0.131
N -1.993 2.286 0.460
C -3.046 1.419 0.208
C -4.251 1.967 -0.225
C -5.357 1.158 -0.425
C -6.653 1.731 -0.913
C -5.254 -0.204 -0.160
C -4.068 -0.762 0.296
C -3.988 -2.225 0.617
C -2.959 0.051 0.467
N -0.249 1.123 -0.685
C 1.077 1.136 -0.937
O 1.634 0.426 -1.746
C 2.495 -0.897 1.316
C 1.173 -1.198 1.044
O 0.099 -0.737 1.757
C 0.330 -0.030 2.951
H -0.385 -2.357 -2.398
H -1.923 -2.744 -1.580
H -0.557 -3.882 -1.483
H 1.674 -3.154 -1.682
H 3.989 -2.596 -1.183
H 5.625 -1.707 0.793
H 4.986 -0.274 1.611
H 6.255 0.579 -0.225
H 5.600 -0.632 -1.358
H 3.529 0.544 -1.362
H 2.790 2.896 -1.831
H 3.000 3.911 -0.388
H 2.187 1.606 0.802
H -4.301 3.028 -0.413
H -6.902 1.323 -1.892
H -7.462 1.475 -0.231
H -6.594 2.813 -0.993
H -6.119 -0.837 -0.302
H -4.416 -2.822 -0.187
H -2.956 -2.524 0.778
H -4.554 -2.438 1.523
H -2.037 -0.372 0.839
H -0.858 0.420 -1.087
H 2.747 -0.277 2.164
H -0.656 0.158 3.374
H 0.924 -0.619 3.657
H 0.825 0.930 2.772
```

A 2-piece molecular cluster, C3H7N overall, computed with ωB97M-V/def2-TZVPD.

The SMILES is CC#N.C. For the gap between HOMO and LUMO, the calculation gives 12.339 eV.

Structure (XYZ):
```
11
C3H7N | OMol25 | ωB97M-V/def2-TZVPD
C -0.547 -1.222 0.362
C -1.699 -0.625 -0.281
N -2.625 -0.140 -0.804
H 0.328 -0.774 -0.092
H -0.544 -1.087 1.450
H -0.518 -2.302 0.170
C 1.121 1.231 -0.162
H 1.687 0.327 0.079
H 1.843 2.047 -0.311
H 0.416 1.475 0.663
H 0.539 1.071 -1.075
```

C26H49AlF3O5 as an isolated structure, computed with ωB97M-V/def2-TZVPD.

Its net charge is -1. For the gap between HOMO and LUMO, the calculation gives 6.555 eV.

Structure (XYZ):
```
84
C26H49AlF3O5 | OMol25 | ωB97M-V/def2-TZVPD
C 5.352 -1.498 2.148
C 4.911 -0.973 0.776
C 6.182 -0.448 0.074
C 4.312 -2.114 -0.082
C 3.959 0.241 0.854
C 2.694 0.230 1.770
C 3.048 0.726 3.172
C 2.028 -1.149 1.924
C 1.677 1.169 1.109
C 1.298 2.398 1.635
C 0.366 3.201 1.002
C -0.216 2.793 -0.181
O -1.094 3.629 -0.807
C -2.373 3.085 -1.158
C -3.481 3.609 -0.237
O -4.163 2.577 0.420
C -5.423 2.226 -0.163
C -6.582 2.976 0.491
Al -7.519 1.978 1.998
C -9.342 1.289 1.358
C -9.358 -0.226 1.190
O -9.074 -0.549 -0.183
C -8.719 -1.870 -0.398
C -9.897 -2.834 -0.405
F -9.587 -3.950 -1.127
F -11.009 -2.303 -0.952
F -10.237 -3.280 0.833
C 0.157 1.573 -0.736
C 1.087 0.787 -0.094
H 6.288 -2.052 2.035
H 5.543 -0.686 2.849
H 4.632 -2.194 2.572
H 6.789 -1.282 -0.281
H 6.795 0.129 0.769
H 5.924 0.187 -0.775
H 3.459 -1.723 -0.635
H 3.963 -2.944 0.530
H 5.016 -2.465 -0.831
H 3.663 0.464 -0.169
H 4.568 1.091 1.182
H 3.667 1.623 3.132
H 3.586 -0.037 3.733
H 2.150 0.968 3.742
H 1.983 -1.704 0.994
H 1.003 -1.014 2.272
H 2.536 -1.749 2.678
H 1.726 2.754 2.561
H 0.068 4.151 1.423
H -2.369 1.998 -1.089
H -2.557 3.370 -2.194
H -4.187 4.217 -0.811
H -3.025 4.266 0.507
H -5.375 2.405 -1.248
H -5.515 1.144 -0.035
H -6.186 3.925 0.867
H -7.339 3.219 -0.261
H -7.706 2.916 3.329
H -6.669 0.643 2.421
H -10.145 1.578 2.038
H -9.581 1.703 0.373
H -10.319 -0.677 1.471
H -8.581 -0.704 1.800
H -8.015 -2.222 0.362
H -8.268 -1.938 -1.387
H -0.285 1.250 -1.669
H 1.372 -0.153 -0.553
C 8.738 -5.138 -1.400
C 7.494 -4.412 -0.924
O 6.639 -4.034 -1.998
H 9.296 -4.515 -2.100
H 9.389 -5.389 -0.561
H 8.473 -6.065 -1.913
H 7.763 -3.483 -0.423
H 6.943 -5.031 -0.207
H 6.363 -4.835 -2.453
C 3.243 1.333 -4.604
C 3.414 1.134 -3.110
O 3.782 -0.205 -2.779
H 2.488 0.648 -4.993
H 2.934 2.355 -4.827
H 4.179 1.138 -5.133
H 2.478 1.320 -2.588
H 4.159 1.834 -2.715
H 4.623 -0.399 -3.204
```

The max |F| results, record by record, are as follows: 0.9 2.9 0.6 eV/A.
The lowest unoccupied orbital energy results, record by record, are as follows: 0.6 0.8 1.8 eV.
The E_tot results, record by record, are as follows: -47786.0090 -4713.9533 -52743.5693 eV.